Record 1
Here is C34H56Ba2N4O14S4 as an isolated structure in a non-equilibrium geometry from the Open Molecules 2025 dataset. Energies are from ωB97M-V/def2-TZVPD.

Element x y z (Å)
Ba: 16.38126 1.46259 -5.81160
Ba: 17.61726 -1.74648 -11.32883
O: 21.26874 0.56209 -9.04713
C: 22.48913 0.66638 -9.68986
C: 23.14994 -0.59121 -10.38461
O: 22.50230 -1.33493 -11.37473
H: 23.21406 1.11888 -9.01323
H: 22.32313 1.47016 -10.40714
H: 23.29694 -1.31359 -9.58171
H: 24.16881 -0.32712 -10.66786
O: 17.70476 -4.74224 -19.30512
S: 17.92596 -5.46185 -18.07124
O: 17.46456 -4.82624 -16.84628
O: 17.33395 -6.94324 -18.17621
C: 17.61832 -7.70491 -19.30082
C: 17.22719 -9.13906 -19.08639
C: 19.69175 -5.82072 -17.84889
H: 18.66679 -7.65844 -19.59519
H: 17.08242 -7.36380 -20.18657
H: 17.32699 -9.54006 -20.09502
H: 16.15477 -9.22602 -18.91184
H: 17.82621 -9.64302 -18.32792
H: 20.23180 -5.32864 -18.65776
H: 20.02196 -6.85745 -17.91438
H: 20.11537 -5.32802 -16.97374
O: 21.30885 -4.22549 -1.47276
S: 21.53157 -3.44688 -2.66632
O: 20.54637 -2.37868 -3.01039
O: 23.10698 -2.97091 -2.73517
C: 24.05582 -3.85358 -2.14629
C: 25.25363 -3.98999 -2.98426
C: 21.46471 -4.57922 -4.10050
H: 23.67511 -4.86967 -2.04275
H: 24.16992 -3.54075 -1.10840
H: 26.03185 -4.52270 -2.43773
H: 25.77602 -3.04554 -3.13663
H: 24.88713 -4.38357 -3.93235
H: 22.24075 -5.32865 -3.94492
H: 21.66406 -3.92681 -4.95062
H: 20.47095 -5.01274 -3.98832
O: 26.62649 -5.76795 -17.89788
S: 27.52841 -4.62379 -18.00836
O: 28.93013 -4.91325 -18.15114
O: 26.96960 -3.69011 -19.27166
C: 27.70493 -2.57664 -19.86838
C: 28.46411 -2.98039 -21.10763
C: 27.26184 -3.42379 -16.52789
H: 28.45981 -2.25918 -19.14903
H: 27.16091 -1.66522 -20.11629
H: 27.91911 -3.23103 -22.01772
H: 29.15584 -3.76429 -20.79920
H: 29.13761 -2.20040 -21.46275
H: 26.17750 -3.33961 -16.60006
H: 27.56089 -2.42012 -16.83008
H: 27.60939 -3.73082 -15.54147
O: 18.76903 4.58548 -15.67040
S: 18.94043 3.35331 -16.37961
O: 18.39289 2.09486 -15.91888
O: 18.40399 3.60806 -18.01462
C: 18.39893 2.62504 -19.05977
C: 17.95526 3.26451 -20.46713
C: 20.72915 3.15765 -16.66352
H: 17.68125 1.89237 -18.69069
H: 19.39019 2.17951 -19.14352
H: 17.50572 2.50289 -21.10428
H: 18.75898 3.78895 -20.98393
H: 17.16423 3.99351 -20.29130
H: 21.17280 4.14884 -16.56950
H: 20.82315 2.69171 -17.64442
H: 21.10450 2.47695 -15.89943
N: 18.60248 -7.70795 -11.40754
C: 19.55312 -8.39848 -12.13617
C: 19.56907 -9.74783 -12.49266
C: 18.46946 -10.45265 -12.01611
C: 17.46326 -9.77791 -11.31023
C: 17.62353 -8.46905 -10.95929
H: 20.26938 -7.80044 -12.67997
H: 20.22563 -10.39236 -13.05828
H: 18.34966 -11.48551 -12.30810
H: 16.47909 -10.18384 -11.12846
H: 16.84198 -7.97521 -10.40100
N: 18.70615 7.01267 -6.63928
C: 19.34761 7.06923 -7.82105
C: 20.09505 8.16122 -8.33682
C: 20.12073 9.33108 -7.52414
C: 19.42506 9.32414 -6.27876
C: 18.82746 8.15426 -5.84837
H: 19.05754 6.20898 -8.40605
H: 20.40950 8.16981 -9.36999
H: 20.62126 10.27991 -7.64897
H: 19.37307 10.21689 -5.67320
H: 18.15691 8.03156 -5.01069
N: 26.75375 4.65904 -1.14273
C: 26.63101 3.73803 -2.17223
C: 25.55709 3.74043 -3.04644
C: 24.58610 4.75338 -2.88463
C: 24.71560 5.67919 -1.87807
C: 25.79168 5.58024 -1.02893
H: 27.32112 2.91170 -2.25777
H: 25.46551 2.89136 -3.70757
H: 23.77384 4.78886 -3.59552
H: 23.88533 6.36358 -1.78501
H: 25.93468 6.41145 -0.35437
N: 32.04377 3.42514 -9.18817
C: 30.73802 3.56005 -8.87002
C: 29.77714 2.56359 -8.85603
C: 30.13494 1.28163 -9.25982
C: 31.50488 1.12215 -9.56159
C: 32.38519 2.21958 -9.65347
H: 30.44174 4.57301 -8.64085
H: 28.76721 2.71826 -8.50601
H: 29.34484 0.54658 -9.30265
H: 32.07209 0.21686 -9.72014
H: 33.44400 2.16333 -9.85884

Properties
Net charge = +2
2S+1 = 1
E = -4244.10393 Ha
E_HOMO = -0.3734 Ha

Mulliken population analysis, charges in e, atoms 1 to 8: Ba 1.002; Ba 1.281; O -0.469; C -0.204; C -0.154; O -0.481; H 0.270; H 0.242



Record 2
Here is C34H56CrN2OP3 as an isolated structure in a non-equilibrium geometry from the Open Molecules 2025 dataset. Energies are from ωB97M-V/def2-TZVPD.

Element x y z (Å)
C: 1.57434 1.94529 -1.89731
C: 2.57510 -0.19310 -1.67739
C: 2.59476 2.35619 -2.76251
C: 3.63041 0.18480 -2.52484
C: 3.62616 1.46125 -3.08991
H: 2.58883 3.37605 -3.15685
H: 4.43922 -0.52259 -2.72717
H: 4.43162 1.77105 -3.76334
N: 1.55165 0.67180 -1.40797
P: -0.01407 2.39032 0.34890
P: 0.79063 -2.16355 -0.76584
C: 0.50134 2.88149 -1.40086
H: 0.82345 3.93154 -1.50731
H: -0.42302 2.74549 -1.99466
C: 2.55677 -1.46187 -0.88257
H: 3.31211 -2.17376 -1.24635
C: 0.95599 -3.66121 0.44346
C: 0.38260 -2.79669 -2.52651
C: 1.33680 3.10933 1.50123
C: -1.65024 3.35151 0.60737
C: 0.31501 -3.29962 1.80241
H: -0.78320 -3.34436 1.74740
H: 0.65457 -4.04673 2.54432
H: 0.59421 -2.29824 2.15661
C: 0.16716 -4.87224 -0.09801
H: -0.91334 -4.65728 -0.15404
H: 0.51546 -5.21197 -1.08552
H: 0.30294 -5.71204 0.60802
C: 2.43362 -4.04464 0.66359
H: 2.48234 -5.09984 0.99183
H: 3.03973 -3.95169 -0.25193
H: 2.89618 -3.43347 1.45521
C: -1.05089 -3.37566 -2.53872
H: -1.62014 -3.03982 -1.65823
H: -1.57146 -3.00174 -3.44018
H: -1.06987 -4.47350 -2.57380
C: 0.39564 -1.58637 -3.48831
H: -0.05437 -0.69164 -3.03306
H: 1.41272 -1.33831 -3.82892
H: -0.20166 -1.85126 -4.38025
C: 1.40057 -3.82809 -3.05077
H: 2.21158 -4.00438 -2.32241
H: 0.93953 -4.79695 -3.29843
H: 1.86412 -3.43568 -3.97527
C: -2.19324 3.03579 2.01660
H: -3.29807 3.01321 1.97466
H: -1.84825 2.04716 2.36398
H: -1.90389 3.79348 2.76202
C: -2.68213 2.84044 -0.41685
H: -2.29291 2.84427 -1.44780
H: -3.01405 1.81872 -0.17958
H: -3.56074 3.51211 -0.38715
C: -1.49387 4.87326 0.40292
H: -2.35628 5.24075 -0.18410
H: -1.46697 5.43804 1.34490
H: -0.58347 5.11120 -0.17347
C: 2.65949 2.38264 1.17295
H: 3.49817 3.08622 1.03564
H: 2.91241 1.72155 2.02260
H: 2.55747 1.75252 0.27753
C: 0.93260 2.73864 2.94673
H: 0.55504 1.70174 2.97230
H: 1.82812 2.80595 3.59341
H: 0.16868 3.41673 3.35764
C: 1.58265 4.62291 1.37062
H: 1.87431 4.90899 0.34455
H: 0.71052 5.22527 1.67050
H: 2.41920 4.89922 2.03985
Cr: 0.00000 0.00000 0.00000
C: -1.41623 0.12432 -1.30627
O: -2.34502 0.09953 -2.03652
N: 1.78703 -0.34223 1.15478
C: 2.76334 -0.95513 0.59788
C: 4.08667 -1.15198 1.25258
C: 4.12768 -1.22323 2.66442
C: 5.30211 -1.26076 0.54314
C: 5.33743 -1.40208 3.33850
H: 3.17840 -1.13065 3.20087
C: 6.51722 -1.43581 1.22088
H: 5.30918 -1.20096 -0.54951
C: 6.54117 -1.50942 2.61995
H: 5.34690 -1.45973 4.43260
H: 7.44952 -1.51444 0.65079
H: 7.49016 -1.64910 3.14858
C: -2.90784 -2.22320 1.03886
P: -1.81997 -0.83268 1.66904
C: -3.44613 0.07807 1.70892
C: -1.67606 -1.46169 3.40881
H: -3.68213 -2.55446 1.76157
H: -3.40601 -1.89354 0.09975
H: -2.40529 -3.12465 0.67969
H: -4.20668 -0.51606 2.25978
H: -3.90342 0.23248 0.71801
H: -3.49988 0.93837 2.36493
H: -2.70025 -1.53530 3.83476
H: -1.24559 -2.46160 3.57670
H: -1.10982 -0.73703 4.02568

Properties
Net charge = +1
2S+1 = 5
E = -3582.18902 Ha
E_HOMO (spin up / spin down) = -0.3340 / -0.3826 Ha
<S²> = 6.038

Mulliken population analysis, charges in e, atoms 1 to 8: C 0.109; C -0.410; C -1.094; C -0.697; C -1.168; H 0.526; H 0.575; H 0.450